Molecular formula: C5H11NO
Method: DFT, ωB97M-V/def2-TZVPD

The HOMO energy (alpha / beta) comes out at -14.038 / -14.014 eV. The expectation value of S² is 0.8098.

ORCA input file:
```
! wB97M-V def2-TZVPD RIJCOSX def2/J DEFGRID3
* xyz 1 2
N 1.67667 1.38555 -2.53289
C 1.19455 0.09341 -2.00109
C -1.46489 -0.07526 1.38574
C -1.91962 -0.26461 0.05862
C -1.20024 0.08117 -1.06640
C 0.16908 0.35453 -0.99085
H 2.19851 1.23083 -3.38693
H 2.32087 1.79176 -1.86153
H 0.77833 -0.41101 -2.87929
H 1.98133 -0.58829 -1.66673
H -1.89591 0.76157 1.93477
H -0.44663 -0.34845 1.61711
H -2.94934 -0.53279 -0.14900
H -1.66252 0.14061 -2.04201
H 0.41651 1.05223 -0.18480
H 0.19591 -1.76367 3.80963
H 0.68813 -1.36202 5.25151
O -0.08076 -1.54556 4.70416
*
```

natural (NBO) population analysis, charges in e, atoms 1 to 4: number 1, N, carries -0.801; number 2, C, carries -0.341; number 3, C, carries -0.152; number 4, C, carries -0.075



Molecular formula: C5H11NO
Method: DFT, ωB97M-V/def2-TZVPD

The HOMO energy (alpha / beta) comes out at -15.857 / -15.679 eV. The expectation value of S² is 0.7677.

ORCA input file:
```
! wB97M-V def2-TZVPD RIJCOSX def2/J DEFGRID3
* xyz 1 2
C -1.46894 0.87329 1.42154
C -0.58614 1.37728 0.25211
N -0.02992 0.33351 -0.50247
C 0.24443 -1.05027 0.10251
C 1.71641 -1.13382 0.57338
C -0.05140 0.24007 -1.95458
O -0.56896 2.56444 -0.07819
H -0.78218 0.64788 2.29034
H -2.03411 0.02017 1.03521
H -2.03587 1.69764 1.74956
H 0.05523 -1.71965 -0.71403
H -0.43618 -1.31035 0.92204
H 1.91506 -1.43029 1.56628
H 2.10264 -0.01305 0.44641
H 2.24027 -1.90307 -0.09147
H 0.92018 0.04540 -2.45976
H -0.82303 -0.57006 -2.32051
H -0.37750 1.33089 -2.23838
*
```

natural (NBO) population analysis, charges in e, atoms 1 to 4: number 1, C, carries -0.696; number 2, C, carries 0.629; number 3, N, carries -0.040; number 4, C, carries -0.251



Molecular formula: C5H11NO2
Method: DFT, ωB97M-V/def2-TZVPD

The HOMO energy (alpha / beta) comes out at 0.091 / -3.282 eV. The expectation value of S² is 0.7537.

ORCA input file:
```
! wB97M-V def2-TZVPD RIJCOSX def2/J DEFGRID3
* xyz -1 2
O 0.92672 -0.63148 0.12225
C 0.28578 0.47794 0.26554
C -0.36879 1.16549 -0.90953
C -1.80836 0.68805 -1.17120
C -1.90594 -0.67020 -1.80208
C -2.12377 -1.80882 -1.16580
N -0.37143 2.63633 -0.74554
H 0.03677 0.93086 1.24390
H 0.24322 0.93589 -1.78590
H -2.38567 1.36458 -1.82646
H -2.33969 0.70189 -0.21825
H -1.79449 -0.67117 -2.88503
H -2.21106 -2.76718 -1.67030
H -2.22387 -1.84046 -0.08238
H 0.07827 2.86734 0.13065
H -1.26774 3.11977 -0.81188
H 3.58447 -1.82200 3.47741
H 5.01554 -1.32519 3.67323
O 4.30083 -1.78283 4.12478
*
```

natural (NBO) population analysis, charges in e, atoms 1 to 4: number 1, O, carries -0.779; number 2, C, carries -0.013; number 3, C, carries -0.127; number 4, C, carries -0.457



Molecular formula: C5H11NO2
Method: DFT, ωB97M-V/def2-TZVPD

As for the structure (SMILES): CC(=O)N[C@H](C)CO. The HOMO energy comes out at -9.520 eV.

ORCA input file:
```
! wB97M-V def2-TZVPD RIJCOSX def2/J DEFGRID3
* xyz 0 1
C 0.41123 1.52957 2.48642
C 0.15657 1.24748 1.02416
O 0.59640 2.00265 0.18670
N -0.57712 0.13902 0.73149
C -0.56128 -0.58861 -0.54578
C 0.00114 -2.02519 -0.40493
C 0.06704 0.12451 -1.70674
O -0.03793 -0.61364 -2.91369
H 1.42276 1.91890 2.53813
H 0.18065 0.78438 3.24985
H -0.30749 2.27909 2.82253
H -0.91616 -0.46402 1.46190
H -1.61635 -0.74479 -0.76144
H 0.49696 -2.29040 -1.33966
H -0.76863 -2.75850 -0.21174
H 0.79953 -1.95714 0.33890
H 1.12834 0.29237 -1.49510
H -0.31102 1.13944 -1.82966
H -0.16463 -0.01511 -3.63133
*
```

natural (NBO) population analysis, charges in e, atoms 1 to 4: number 1, C, carries -0.720; number 2, C, carries 0.680; number 3, O, carries -0.627; number 4, N, carries -0.611



Molecular formula: C5H11NO2
Method: DFT, ωB97M-V/def2-TZVPD

The HOMO energy comes out at -7.821 eV.

ORCA input file:
```
! wB97M-V def2-TZVPD RIJCOSX def2/J DEFGRID3
* xyz 0 1
O 2.12128 2.63960 -0.13357
C 2.74979 1.58127 0.47751
C 1.99035 0.62676 1.19608
C 0.57641 0.71795 1.59953
C -0.48157 0.30550 0.61994
C -0.22221 0.44932 -0.71291
N -1.26951 0.28371 -1.71054
H 3.77375 1.31654 0.17507
H -2.73262 -1.41468 0.21729
H 2.59087 -0.06039 1.80791
H 0.49644 0.01315 2.43390
H 0.20490 1.64987 2.13912
H -1.36451 -0.12597 1.04049
H 0.71036 0.78881 -1.25832
H -2.12360 -0.11073 -1.40190
H -1.14101 -0.07212 -2.59607
H -2.21559 -2.14009 -0.96713
H -1.80822 -3.67567 -1.17055
O -1.85532 -2.77284 -1.75587
*
```

natural (NBO) population analysis, charges in e, atoms 1 to 4: number 1, O, carries -0.604; number 2, C, carries 0.204; number 3, C, carries -0.463; number 4, C, carries -0.502



Molecular formula: C5H11NO2
Method: DFT, ωB97M-V/def2-TZVPD

As for the structure (SMILES): CC[C@@H](C)O.N=C=O. The HOMO energy comes out at -9.767 eV.

ORCA input file:
```
! wB97M-V def2-TZVPD RIJCOSX def2/J DEFGRID3
* xyz 0 1
C 0.17701 -1.00051 1.91083
C -0.52210 -0.76511 0.57823
C 0.47887 -0.95776 -0.64742
C -0.08583 -0.31796 -1.91462
O 1.77239 -0.51972 -0.36039
H 0.67426 -1.96683 1.91226
H 0.94265 -0.25357 2.09533
H -0.54025 -0.98037 2.72254
H -1.08832 0.16452 0.59356
H -1.29624 -1.51869 0.42531
H 0.58578 -2.03764 -0.80037
H -1.10103 -0.65805 -2.09275
H 0.54313 -0.58787 -2.76695
H -0.08674 0.76938 -1.83478
H 1.73423 0.41396 -0.09811
N -1.23620 2.49784 -0.18179
C -0.14789 2.30161 0.27524
O 0.94585 2.08968 0.60528
H -1.74957 3.32711 -0.42140
*
```

natural (NBO) population analysis, charges in e, atoms 1 to 4: number 1, C, carries -0.608; number 2, C, carries -0.433; number 3, C, carries 0.109; number 4, C, carries -0.630



Molecular formula: C5H11NO2
Method: DFT, ωB97M-V/def2-TZVPD

As for the structure (SMILES): CCN[C@H](C)C(=O)O. The HOMO energy comes out at -8.993 eV.

ORCA input file:
```
! wB97M-V def2-TZVPD RIJCOSX def2/J DEFGRID3
* xyz 0 1
C 2.05413 1.01411 -0.73738
C 1.61104 -0.44902 -0.71762
N 0.13666 -0.70391 -0.74335
C -0.69711 -0.04334 0.31715
C -0.70458 -0.82350 1.64847
C -2.08291 0.03356 -0.30363
O -2.87606 -0.76390 -0.68559
O -2.55719 1.35061 -0.03850
H 2.96823 1.10148 -0.14787
H 1.39512 1.77640 -0.34204
H 2.25789 1.28393 -1.77504
H 2.01903 -0.93097 -1.60659
H 2.04522 -0.92966 0.16991
H -0.12283 -1.66996 -0.62951
H -0.29170 0.93590 0.42088
H -0.37139 -1.85449 1.53676
H -0.11607 -0.23334 2.34946
H -1.70418 -0.85817 2.09508
H -2.96332 1.76427 -0.81061
*
```

natural (NBO) population analysis, charges in e, atoms 1 to 4: number 1, C, carries -0.629; number 2, C, carries -0.215; number 3, N, carries -0.617; number 4, C, carries -0.163



Molecular formula: C5H11NO2
Method: DFT, ωB97M-V/def2-TZVPD

The HOMO energy comes out at -8.137 eV.

ORCA input file:
```
! wB97M-V def2-TZVPD RIJCOSX def2/J DEFGRID3
* xyz 0 1
C -1.16296 1.41056 1.06590
N -1.15868 -0.21681 -0.98651
C -0.69370 0.03914 0.63625
O -1.16197 -1.61691 -1.19212
O -0.88929 -0.96263 1.32550
H -1.11675 -1.95916 -0.26825
H -2.07425 0.12891 -1.28848
H -0.66944 1.67875 1.99799
H -2.23990 1.36528 1.24720
H -0.94563 2.17232 0.31841
C 1.83922 -0.97641 0.37784
C 1.03409 0.24925 0.00884
C 0.56003 0.38829 -1.34095
H 1.37597 1.17071 0.47263
H 2.90236 -0.82961 0.17812
H 1.50839 -1.84842 -0.18635
H 1.69427 -1.21431 1.43309
H 0.37286 1.38642 -1.72286
H 0.82540 -0.36538 -2.07628
*
```

natural (NBO) population analysis, charges in e, atoms 1 to 4: number 1, C, carries -0.693; number 2, N, carries -0.268; number 3, C, carries 0.592; number 4, O, carries -0.579



Molecular formula: C5H11NO2
Method: DFT, ωB97M-V/def2-TZVPD

The HOMO energy comes out at -8.677 eV.

ORCA input file:
```
! wB97M-V def2-TZVPD RIJCOSX def2/J DEFGRID3
* xyz 0 1
C 0.43174 -0.74353 0.03642
C -0.59011 0.20446 0.52127
C -1.29592 1.23914 -0.26706
N 0.64425 -0.67235 -1.40509
C 1.41363 0.38601 0.76913
C 2.08138 1.32581 0.10556
O 0.46015 -1.91549 0.61692
O -2.05864 -1.62245 0.71409
H -1.10631 -2.01100 0.78518
H -2.45183 -2.04476 -0.05705
H -0.80753 0.13334 1.57945
H 1.50818 -1.16209 -1.61271
H -0.12165 -1.14113 -1.87834
H 1.64290 0.11166 1.79145
H -2.35961 0.98664 -0.24891
H -1.19860 2.21860 0.20579
H -0.94406 1.29153 -1.29421
H 1.84236 1.56053 -0.92400
H 2.90966 1.85508 0.56213
*
```

natural (NBO) population analysis, charges in e, atoms 1 to 4: number 1, C, carries 0.363; number 2, C, carries 0.180; number 3, C, carries -0.710; number 4, N, carries -0.885



Molecular formula: C5H11NO2
Method: DFT, ωB97M-V/def2-TZVPD

The HOMO energy (alpha / beta) comes out at -8.425 / -7.452 eV.

ORCA input file:
```
! wB97M-V def2-TZVPD RIJCOSX def2/J DEFGRID3
* xyz 0 1
C 0.38936 -1.97772 -0.11231
C -0.06769 0.52735 -1.46566
C -0.39965 1.73395 0.77254
C 0.38284 -0.64442 0.70024
C -0.10569 0.52749 -0.02349
N -2.53758 0.01412 0.17604
O -3.09162 0.42568 1.12967
O -2.85402 -0.66922 -0.79618
H 1.12584 -1.98721 -0.98882
H 0.39527 -2.94136 0.52555
H -0.68985 -2.03013 -0.51038
H 0.87446 0.52613 -1.88880
H -0.71448 -0.26698 -1.85132
H -0.34030 1.53299 -1.82203
H 0.17602 1.55823 1.71349
H 0.11260 2.53665 0.21349
H -1.47535 2.03559 1.00762
H -0.05726 -0.63407 1.67742
H 1.45234 -0.41906 1.07522
*
```

natural (NBO) population analysis, charges in e, atoms 1 to 4: number 1, C, carries -0.639; number 2, C, carries -0.733; number 3, C, carries -0.700; number 4, C, carries -0.517



Molecular formula: C5H11NO2
Method: DFT, ωB97M-V/def2-TZVPD

The HOMO energy (alpha / beta) comes out at -7.177 / -6.818 eV.

ORCA input file:
```
! wB97M-V def2-TZVPD RIJCOSX def2/J DEFGRID3
* xyz 0 1
C -1.12062 0.31436 1.38151
C 0.12433 -1.26028 -1.22258
C -0.63500 0.93236 -1.96464
N -0.29506 0.05886 -0.87883
C 1.09009 0.11459 1.59224
C 0.11248 0.68207 0.76937
O -1.54556 -0.93388 1.64323
O 2.35152 0.67983 1.55106
H -0.91965 -1.58114 1.28864
H 2.85720 0.41043 2.32687
H -1.86943 1.05715 1.62206
H 1.02223 -0.84903 2.08301
H 0.21890 1.73614 0.53095
H -0.86763 1.93258 -1.57944
H 0.94951 -1.26844 -1.95515
H 0.52703 -1.77723 -0.33497
H -0.68434 -1.88348 -1.63538
H -1.51137 0.58743 -2.53475
H 0.19537 1.04768 -2.68319
*
```

natural (NBO) population analysis, charges in e, atoms 1 to 4: number 1, C, carries 0.283; number 2, C, carries -0.414; number 3, C, carries -0.404; number 4, N, carries -0.568



Molecular formula: C5H11NO2
Method: DFT, ωB97M-V/def2-TZVPD

As for the structure (SMILES): C/C=C\N.C=C(O)O. The HOMO energy comes out at -8.242 eV.

ORCA input file:
```
! wB97M-V def2-TZVPD RIJCOSX def2/J DEFGRID3
* xyz 0 1
C -1.57638 -0.77621 2.57083
C -2.05959 -0.51145 1.17986
C -1.39081 -0.78157 0.04657
N -0.07761 -1.26878 0.01648
H -0.76148 -1.49862 2.61790
H -1.22213 0.14332 3.03890
H -2.38191 -1.18399 3.17976
H -3.09687 -0.22406 1.09864
H -1.84966 -0.62004 -0.91854
H 0.31570 -1.56321 0.89948
H 0.16129 -1.77321 -0.82667
C 2.09231 2.17840 -2.12235
C 1.48213 1.18798 -1.46377
O 1.06220 1.33873 -0.18155
O 1.60916 -0.11836 -1.87897
H 2.66528 1.99326 -3.01273
H 2.09297 3.18051 -1.74378
H 0.78303 0.45880 0.17217
H 2.15236 -0.16151 -2.67225
*
```

natural (NBO) population analysis, charges in e, atoms 1 to 4: number 1, C, carries -0.647; number 2, C, carries -0.283; number 3, C, carries -0.011; number 4, N, carries -0.860



Relative energy (zero: lowest compared OMol25 entry of this formula, charge and spin) (kcal/mol)
85.41 53.01 30.73 23.29 262.90 23.25 35.73 106.47 95.55 145.02 138.31 50.61